(1)
This record from the OMol25 dataset describes a single C8H12 molecule in a non-equilibrium geometry. The level of theory is the ωB97M-V functional and the def2-TZVPD basis.

SMILES string   CC(C)=CCC1C=C1
Kohn-Sham gap   9.65 eV
ΔE to the lowest compared entry with this formula, charge and spin   293.8 kJ/mol
HOMO   -8.52 eV

```
! RIJCOSX wB97M-V def2-TZVPD def2/J DEFGRID3
* xyz 0 1
C -2.1909 -1.3736 0.3634
C -1.3231 -0.2149 0.0532
C -1.9951 0.7966 -0.8687
C -0.0092 -0.1304 0.4895
C 0.8492 1.1118 0.2423
C 2.2848 0.6607 0.0523
C 2.6498 -0.6376 -0.6418
C 2.8610 -0.6501 0.6297
H -2.9145 -1.7940 -0.5129
H -2.9547 -0.9503 1.1009
H -1.6912 -2.1347 0.9915
H -1.2099 1.3937 -1.2782
H -2.6473 0.4876 -1.6641
H -2.5163 1.5475 -0.3670
H 0.4238 -0.9202 1.1438
H 0.4845 1.6329 -0.6320
H 0.8377 1.8518 1.1286
H 2.9345 1.5423 -0.1224
H 2.8939 -1.0924 -1.6255
H 3.2329 -1.1265 1.5172
*
```

---

(2)
This record from the OMol25 dataset describes a molecular structure, C8H12AgBN5O2S2 in a non-equilibrium geometry. The level of theory is the ωB97M-V functional and the def2-TZVPD basis.

Kohn-Sham gap   7.42 eV
ΔE to the lowest compared entry with this formula, charge and spin   0.0 kJ/mol
HOMO   -4.43 eV

```
! RIJCOSX wB97M-V def2-TZVPD def2/J DEFGRID3
* xyz -1 1
Ag -1.0512 1.2610 0.9737
C 0.6446 3.1457 -1.5905
N 0.6588 1.7346 -1.9287
C 0.2275 1.1886 -3.1186
C 0.3399 -0.1511 -2.9878
N 0.8269 -0.4291 -1.7337
B 1.0926 -1.8902 -1.2499
N 0.6137 -2.1007 0.2195
C 1.4277 -2.6012 1.2083
C 0.7542 -2.5731 2.3775
N -0.4890 -2.0391 2.0931
C -1.5146 -1.7107 3.0541
C -0.5567 -1.7435 0.7706
S -1.9175 -1.0250 0.0165
C 1.0018 0.7315 -1.0799
S 1.5001 0.9972 0.5470
H 0.6445 3.7201 -2.5154
H 1.5332 3.3819 -1.0096
H -0.2323 3.3954 -0.9927
H -0.1171 1.8032 -3.9302
H 0.1024 -0.9454 -3.6712
H 2.2789 -2.1266 -1.2551
H 0.4894 -2.6168 -2.0018
H 2.4281 -2.9159 0.9756
H 1.0288 -2.8661 3.3744
H -1.2541 -2.1615 4.0099
H -2.4788 -2.0835 2.7146
H -1.5933 -0.6279 3.1728
O -1.8607 4.3107 0.3060
N -2.2326 4.0756 1.4352
O -2.2949 2.8618 1.8163
*
```

---

(3)
This record from the OMol25 dataset describes a molecular structure, C8H12AsF12NO7Pt in a non-equilibrium geometry. The level of theory is the ωB97M-V functional and the def2-TZVPD basis.

Kohn-Sham gap (alpha / beta)   7.27 / 7.72 eV
ΔE to the lowest compared entry with this formula, charge and spin   0.0 kJ/mol
HOMO (alpha / beta)   -2.47 / -2.92 eV

```
! RIJCOSX wB97M-V def2-TZVPD def2/J DEFGRID3
* xyz -2 3
Pt -1.0625 -0.0707 -0.4723
N -3.4582 0.6541 -1.5393
O -4.4159 0.9497 -2.2255
O -3.2205 -0.5464 -1.2021
O -2.6191 1.5162 -1.1556
As -1.0542 -4.0081 -0.9470
F -0.6694 -2.3855 -0.3252
F -2.5454 -3.9312 -0.0992
F -1.3952 -5.6060 -1.5174
F 0.4961 -4.0434 -1.7205
F -0.3105 -4.6758 0.4755
F -1.7521 -3.3486 -2.3598
C 0.7241 1.4885 -2.1624
O 0.5920 1.8284 -0.7636
O 0.1539 0.3058 -2.3369
C 0.1439 2.6693 -2.9973
F -0.5523 3.5589 -2.2994
F 1.1845 3.3955 -3.5408
F -0.5934 2.2825 -4.0198
C 1.5120 2.7369 -0.2308
C 1.0707 3.0729 1.1869
H 1.4255 4.0522 1.5170
H -0.0204 3.1271 1.2479
H 1.3584 2.2789 1.8763
H 1.6184 3.6610 -0.8098
H 2.5194 2.2992 -0.1460
H 1.8047 1.4057 -2.3993
C -0.7163 -0.1242 2.3671
O 0.3591 -0.3676 1.4033
O -1.6848 0.3945 1.6849
C -1.0097 -1.3430 3.2417
F -1.7538 -0.9374 4.2949
F -1.7080 -2.2934 2.6152
F 0.0814 -1.9206 3.7740
C 1.6264 -0.8946 1.6627
C 2.4599 -0.8662 0.3608
H 1.8320 -1.1569 -0.4856
H 2.7713 0.1609 0.1644
H 3.2796 -1.5767 0.4382
H 1.5777 -1.9605 1.9125
H 2.2183 -0.3788 2.4320
H -0.2674 0.5970 3.1002
*
```

---

(4)
This record from the OMol25 dataset describes a molecular structure, C8H12B5F20N4Ni2 in a non-equilibrium geometry. The level of theory is the ωB97M-V functional and the def2-TZVPD basis.

Kohn-Sham gap (alpha / beta)   10.50 / 8.53 eV
HOMO (alpha / beta)   -9.15 / -9.15 eV

```
! RIJCOSX wB97M-V def2-TZVPD def2/J DEFGRID3
* xyz -1 5
Ni 0.7839 0.2890 -2.9838
Ni -1.3589 2.2471 1.4578
B -1.4062 2.6060 -2.0179
F -1.6538 2.6070 -0.6557
F -0.2794 1.8271 -2.2526
F -2.4437 1.9022 -2.6032
F -1.2016 3.8228 -2.6141
B 2.1464 -1.8985 -3.6273
F 1.8406 -2.9943 -2.9567
F 1.0547 -1.4157 -4.2099
F 2.3868 -0.9052 -2.6909
F 3.2204 -2.0528 -4.4638
B -0.7371 2.6284 4.0697
F -0.1119 2.0421 3.0471
F 0.1117 3.5902 4.7215
F -1.7486 3.3247 3.5008
F -1.2869 1.7926 5.0580
B -3.7233 1.4353 1.7973
F -4.1587 0.6346 0.7764
F -2.5532 0.8560 2.2538
F -3.5308 2.7403 1.3825
F -4.7565 1.3447 2.6927
B 0.5737 0.5135 0.4176
F -0.7332 0.4693 0.5489
F 0.7866 1.8699 0.6848
F 1.2511 -0.3056 1.3152
F 0.9515 0.2245 -0.8780
C -0.9930 -2.5698 1.7462
C -2.3847 -2.2905 1.5698
N -3.5242 -2.1095 1.4244
H -0.8796 -2.0761 2.7114
H -0.4155 -2.1197 0.9388
H -0.7188 -3.6195 1.6415
C 3.2959 -2.5249 0.6516
C 4.0195 -3.6061 -0.1109
N 4.6265 -4.4179 -0.7249
H 3.8557 -1.6073 0.4711
H 3.0417 -2.6839 1.6996
H 2.2896 -2.3011 0.2975
C 3.5154 3.2025 0.1573
C 2.9552 2.6436 -1.0232
N 2.5426 2.1285 -1.9982
H 3.9693 2.4316 0.7800
H 2.6224 3.7030 0.5317
H 4.2348 3.9771 -0.1085
C -2.9538 -2.8952 -1.9878
C -1.8727 -1.9256 -2.1681
N -0.9779 -1.2317 -2.3670
H -3.9445 -2.5174 -2.2403
H -2.9796 -3.1278 -0.9232
H -2.7481 -3.6575 -2.7393
*
```

---

(5)
This record from the OMol25 dataset describes a molecular structure, C8H12BF4KO6 in a non-equilibrium geometry. The level of theory is the ωB97M-V functional and the def2-TZVPD basis.

Kohn-Sham gap   10.17 eV
ΔE to the lowest compared entry with this formula, charge and spin   0.0 kJ/mol
HOMO   -10.42 eV

```
! RIJCOSX wB97M-V def2-TZVPD def2/J DEFGRID3
* xyz 0 1
K 5.8999 -19.3445 17.0272
B 7.7835 -18.5736 14.3597
F 7.7609 -17.9959 15.6502
F 7.6376 -17.5188 13.4198
F 8.9603 -19.2530 14.0964
F 6.6799 -19.4651 14.2322
C 8.5940 -22.7267 22.3805
C 7.5903 -21.6954 21.9260
C 7.9052 -20.2720 22.4658
O 7.6952 -19.4525 21.3359
C 7.6488 -20.2091 20.2240
O 7.5768 -19.7376 19.1348
O 7.6746 -21.4979 20.5286
H 8.6504 -22.7794 23.4734
H 9.6044 -22.3803 22.1363
H 8.4559 -23.7417 22.0193
H 6.5980 -22.0286 22.2393
H 8.9406 -20.2668 22.8161
H 7.3067 -19.9971 23.3300
C 1.1124 -18.3692 22.2927
C 2.2819 -17.5958 21.7160
C 3.6155 -17.7152 22.4205
O 4.5155 -18.0504 21.3850
C 3.8517 -18.3921 20.2652
O 4.3688 -18.8584 19.3015
O 2.5495 -18.1371 20.3907
H 1.3089 -19.4212 22.0809
H 0.1169 -18.1115 21.9392
H 1.0526 -18.2036 23.3734
H 2.0017 -16.5516 21.5538
H 3.5902 -18.5105 23.1790
H 3.9174 -16.8286 22.9762
*
```

---

(6)
This record from the OMol25 dataset describes a single C8H12Br2NO3P molecule in a non-equilibrium geometry. The level of theory is the ωB97M-V functional and the def2-TZVPD basis.

SMILES string   C/C(Br)=C(\Br)[C@]1(P(C)O)CNC(=O)[C@@H]1O
Kohn-Sham gap   8.66 eV
HOMO   -8.69 eV

```
! RIJCOSX wB97M-V def2-TZVPD def2/J DEFGRID3
* xyz 0 1
C 3.0803 1.9236 -0.8147
C 1.8940 0.8655 -0.9703
Br 1.5866 -0.0211 -2.6982
C 1.0650 0.5907 0.1242
Br 1.4678 1.6189 1.7962
C -0.1657 -0.4165 0.1484
P -1.8481 0.1693 -0.5101
C -1.7342 1.9728 -1.0742
O -3.0121 0.1993 0.7780
C -0.2598 -0.7795 1.7356
N -1.0857 -2.0416 1.8040
C -1.1643 -2.6348 0.4860
O -1.9466 -3.5307 0.1334
C 0.0109 -1.9127 -0.3831
O 1.2894 -2.5489 -0.2959
H 2.6560 2.9568 -0.5895
H 3.7682 1.9683 -1.7129
H 3.7440 1.6465 0.0792
H -1.2813 2.6642 -0.2745
H -1.1899 2.0704 -2.0746
H -2.7932 2.3721 -1.2672
H -2.8853 1.0323 1.2931
H 0.7078 -1.1307 2.2288
H -0.8852 0.0023 2.2627
H -1.9516 -1.9830 2.3510
H -0.4474 -1.9904 -1.4324
H 1.3805 -3.0629 -1.1230
*
```

---

(7)
This record from the OMol25 dataset describes a molecular structure, C8H12Cl12O8S2 in a non-equilibrium geometry. The level of theory is the ωB97M-V functional and the def2-TZVPD basis.

Kohn-Sham gap   11.17 eV
ΔE to the lowest compared entry with this formula, charge and spin   0.0 kJ/mol
HOMO   -11.09 eV

```
! RIJCOSX wB97M-V def2-TZVPD def2/J DEFGRID3
* xyz 0 1
C -2.9893 2.3055 0.0805
C -2.2873 3.2352 -0.9301
O -1.0370 3.6403 -0.5138
S -0.4953 2.5469 0.6359
O 0.2616 3.1967 1.7626
O 0.0446 1.3206 0.0349
O -2.0207 2.1517 1.1361
H -3.1728 1.2835 -0.2510
H -3.8876 2.7859 0.4681
H -2.8779 4.1254 -1.1466
H -2.1607 2.7025 -1.8726
C 3.4788 1.4237 2.2301
C 3.9260 0.4624 1.0382
O 4.6048 1.3334 0.1257
S 3.8370 2.8136 0.1145
O 2.5343 2.7369 -0.5593
O 4.7281 3.9111 -0.2328
O 3.6343 2.7405 1.6947
H 4.2210 1.3361 3.0237
H 2.4996 1.2452 2.6744
H 3.0210 -0.0011 0.6458
H 4.6868 -0.2510 1.3549
C -4.5443 -2.6213 -1.1730
Cl -5.2380 -1.0034 -0.9001
Cl -3.4430 -2.5896 -2.6414
Cl -5.9341 -3.7969 -1.2353
H -3.8469 -2.9896 -0.4206
C 0.4885 1.3701 -3.2032
Cl -0.9073 0.3364 -2.7403
Cl 0.4721 2.1327 -4.7957
Cl 1.9621 0.2738 -3.1407
H 0.6846 2.1741 -2.4937
C 0.6809 -6.0383 1.6946
Cl 2.0548 -7.1511 1.2876
Cl 0.6659 -5.5530 3.3693
Cl -0.8212 -6.8898 1.2997
H 0.8166 -5.1525 1.0740
C -0.8038 -1.8085 0.4342
Cl -1.0124 -3.4165 -0.2856
Cl 0.8663 -1.7530 0.8275
Cl -1.6607 -1.4693 1.8911
H -1.0295 -1.0994 -0.3622
*
```

---

(8)
This record from the OMol25 dataset describes 2 unconnected molecules or ions with the total composition C8H12ClN4O in a non-equilibrium geometry. The level of theory is the ωB97M-V functional and the def2-TZVPD basis.

Kohn-Sham gap   8.13 eV
ΔE to the lowest compared entry with this formula, charge and spin   0.0 kJ/mol
HOMO   -12.37 eV

```
! RIJCOSX wB97M-V def2-TZVPD def2/J DEFGRID3
* xyz 1 1
C -0.0852 -0.1649 0.9763
C -1.2546 0.5544 1.2200
C -2.0660 -0.3485 1.9461
C 2.1480 0.0727 -2.0852
C 0.1258 -0.7824 -1.1757
C 1.1308 1.2233 -2.3131
C 1.5406 2.4166 -1.4316
C -1.6972 -2.5782 2.9652
N -0.1149 -1.3203 1.7501
N -1.2892 -1.4257 2.2082
N 1.4642 -0.9772 -1.4449
N -0.0973 0.5780 -1.7120
O 3.3054 -0.0237 -2.3890
Cl -1.5935 2.0038 0.4590
H 0.9035 0.2821 0.7818
H -2.9874 -0.1766 2.4166
H 0.8324 1.4854 -3.2672
H 2.6046 2.3059 -1.3791
H 0.9619 2.4507 -0.5534
H 1.2090 3.2802 -1.9183
H -2.3844 -3.2619 2.2082
H -0.9127 -3.2307 3.2582
H -2.2881 -2.3387 3.8260
H 1.9326 -1.7048 -0.9259
H -0.8727 0.4592 -2.4034
H -0.5157 1.2214 -1.0168
*
```

---

(9)
This record from the OMol25 dataset describes 4 unconnected molecules or ions with the total composition C8H12F2N2O10 in a non-equilibrium geometry. The level of theory is the ωB97M-V functional and the def2-TZVPD basis.

SMILES string   O=C1OC[C@@H](F)O1.O=C1OC[C@@H](F)O1.C[N+](=O)[O-].C[N+](=O)[O-]
Kohn-Sham gap   10.63 eV
ΔE to the lowest compared entry with this formula, charge and spin   0.0 kJ/mol
HOMO   -10.77 eV

```
! RIJCOSX wB97M-V def2-TZVPD def2/J DEFGRID3
* xyz 0 1
O 0.2547 1.1667 -0.3628
C -0.3830 0.6942 0.5122
O -1.0159 1.4223 1.4418
C -1.8402 0.5727 2.2384
C -1.1534 -0.7592 2.0531
F -2.0699 -1.7716 2.0444
O -0.5584 -0.6544 0.7860
H -1.9316 0.7551 3.3115
H -2.8437 0.7721 1.8579
H -0.4025 -0.9872 2.8103
O 3.7998 4.2284 -4.1641
C 3.3747 3.2109 -3.6978
O 2.0790 2.9232 -3.6456
C 1.9311 1.5161 -3.3332
C 3.2509 1.2234 -2.6648
F 3.7761 0.0441 -3.0770
O 4.1203 2.2455 -3.1613
H 1.0106 1.5318 -2.7495
H 1.6590 0.9788 -4.2453
H 3.0906 1.2415 -1.5858
C 2.7553 -1.4281 0.5498
N 4.2292 -1.2258 0.4547
O 4.6776 -0.6169 -0.4930
O 4.9012 -1.7746 1.2939
H 2.5356 -2.4457 0.2484
H 2.3386 -0.7744 -0.2147
H 2.5185 -1.0608 1.5423
C -5.8904 -1.6683 1.1143
N -5.4971 -1.4887 2.5363
O -5.0992 -0.3807 2.8513
O -5.6191 -2.4215 3.2769
H -5.0028 -1.8423 0.5156
H -6.3945 -0.7393 0.8607
H -6.6010 -2.4870 1.0953
*
```